*i*
Formula: C3H14O3S2
Source: the OMol25 dataset
Level of theory: ωB97M-V/def2-TZVPD

Last column: Mulliken charge in e.
Element x y z (Å)
C 1.084 -1.708 1.580  -1.210
C 0.240 -0.930 0.547  0.476
C 0.250 -1.782 -0.744  -0.899
S -0.559 -1.120 -2.233  -0.090
S -2.517 -1.212 -1.832  -0.197
H 1.815 -2.330 1.086  0.341
H 1.598 -0.918 2.156  0.336
H 0.525 -2.315 2.277  0.322
H 0.571 0.076 0.264  0.018
H -0.740 -0.791 0.997  0.042
H -0.078 -2.806 -0.586  0.392
H 1.302 -1.793 -1.042  0.330
H -2.733 -0.132 -1.048  0.145
O -0.649 2.729 -0.605  -0.649
H -0.765 1.822 -0.958  0.315
H 0.320 2.739 -0.712  0.349
O -2.396 1.064 0.771  -0.581
H -2.594 1.893 0.339  0.318
H -2.086 1.032 1.677  0.272
O 2.167 1.923 -0.774  -0.648
H 2.370 2.220 0.122  0.335
H 2.876 2.337 -1.282  0.285

Computed properties:
- Highest occupied orbital energy: -8.68 eV
- Structure (SMILES): CCCSS.O.O.O
- LUMO energy: 0.258 eV
- Kohn-Sham gap: 8.94 eV
- Multiplicity: 1

*ii*
Formula: C3H14O3S2
Source: the OMol25 dataset
Level of theory: ωB97M-V/def2-TZVPD

Last column: Mulliken charge in e.
Element x y z (Å)
C -0.451 -0.150 0.309  -0.331
C -0.350 0.872 1.429  -1.025
C 0.667 -0.025 -0.698  -0.523
S 0.668 1.571 -1.533  -0.160
S 1.863 -1.702 2.211  -0.326
H -1.466 -0.082 -0.240  0.305
H -0.446 -1.199 0.720  0.358
H -1.176 0.745 2.203  0.261
H 0.635 0.819 1.931  0.300
H -0.344 1.927 0.993  0.390
H 0.673 -0.812 -1.426  0.414
H 1.615 -0.106 -0.130  0.250
H 2.774 -2.255 3.068  0.147
H 0.982 0.708 -3.352  0.299
H 1.837 0.306 -4.639  0.304
O 1.055 0.048 -4.144  -0.624
H 0.067 -1.654 2.918  0.228
H -1.182 -2.062 3.937  0.286
O -0.959 -1.512 3.164  -0.545
H -2.714 1.733 -2.770  0.303
H -1.375 1.483 -1.955  0.241
O -2.373 1.347 -1.996  -0.551

Computed properties:
- Highest occupied orbital energy: -8.80 eV
- LUMO energy: -5.567 eV
- Kohn-Sham gap: 3.23 eV
- Multiplicity: 1

Here is how they stack up, most stable first: *i*, *ii*.

*i*
Formula: CH2NO4P
Source: the OMol25 dataset
Level of theory: ωB97M-V/def2-TZVPD

Last column: Mulliken charge in e.
Element x y z (Å)
C 0.723 0.299 0.231  -0.057
N -0.197 -0.402 -0.349  -0.551
O -3.592 0.971 -1.217  -0.661
O -3.850 -1.307 -0.078  -0.665
O 1.658 1.000 -0.225  -0.773
O -3.467 0.780 1.352  -0.654
P -3.521 0.142 0.013  0.941
H 0.660 0.205 1.360  0.306
H -0.149 -0.284 -1.368  0.115

Computed properties:
- Highest occupied orbital energy: -0.42 eV
- LUMO energy: 6.998 eV
- Charge: -2
- Kohn-Sham gap: 7.42 eV
- Multiplicity: 1

*ii*
Formula: CH2NO4P
Source: the OMol25 dataset
Level of theory: ωB97M-V/def2-TZVPD

Last column: Mulliken charge in e.
Element x y z (Å)
C 0.160 1.934 -0.339  -0.044
N -0.504 1.081 0.365  -0.500
O 0.520 -2.292 1.529  -0.697
O -1.399 -2.566 -0.243  -0.654
O 0.740 2.985 -0.067  -0.701
O 0.884 -1.988 -1.100  -0.631
P -0.019 -2.109 0.074  0.927
H -0.003 1.496 -1.485  0.196
H -0.378 1.459 1.268  0.102

Computed properties:
- Highest occupied orbital energy: -0.62 eV
- LUMO energy: 7.008 eV
- Charge: -2
- Kohn-Sham gap: 7.63 eV
- Multiplicity: 1

Here is how they stack up, most stable first: *i*, *ii*.

*i*
Formula: H5O2S
Source: the OMol25 dataset
Level of theory: ωB97M-V/def2-TZVPD

Last column: Mulliken charge in e.
Element x y z (Å)
S 0.369 1.177 -2.535  -0.902
H 1.101 2.292 -3.139  -0.007
H -1.630 0.613 0.210  0.264
H -0.198 0.953 -0.603  0.258
O -0.685 0.516 0.112  -0.595
H 0.016 -1.143 2.045  0.336
H 0.874 -2.302 1.654  0.318
O 0.153 -2.107 2.257  -0.672

Computed properties:
- Highest occupied orbital energy: -3.00 eV
- LUMO energy: 3.966 eV
- Charge: -1
- Kohn-Sham gap: 6.96 eV
- Multiplicity: 1

*ii*
Formula: H5O2S
Source: the OMol25 dataset
Level of theory: ωB97M-V/def2-TZVPD

Last column: Mulliken charge in e.
Element x y z (Å)
S 0.816 0.639 0.124  -0.900
H 0.592 -0.661 0.382  0.007
H 1.780 0.010 -1.905  0.265
H 0.683 -0.095 -2.804  0.315
O 1.631 -0.132 -2.863  -0.637
H -2.048 -0.357 3.021  0.296
H -1.293 0.356 1.829  0.294
O -2.161 0.241 2.216  -0.641

Computed properties:
- Highest occupied orbital energy: -3.25 eV
- LUMO energy: 3.950 eV
- Charge: -1
- Kohn-Sham gap: 7.20 eV
- Multiplicity: 1

Here is how they stack up, most stable first: *ii*, *i*.

*i*
Formula: C49H40F5N3O2PbSSe2
Source: the OMol25 dataset
Level of theory: ωB97M-V/def2-TZVPD

Last column: Mulliken charge in e.
Element x y z (Å)
Pb 0.516 0.854 0.288  1.661
O -0.422 0.026 2.060  -0.737
C -0.334 -1.321 2.639  2.535
C -1.067 -2.362 1.747  -2.207
C -0.469 -2.598 0.381  0.506
C -0.877 -3.870 -0.149  -0.908
C -0.606 -4.164 -1.494  -1.100
C 0.017 -3.163 -2.239  -0.626
C 0.312 -1.916 -1.684  0.450
C 0.910 -0.802 -2.556  -0.400
C -0.084 0.423 -2.759  2.155
O -0.787 0.800 -1.614  -1.062
C 0.689 1.673 -3.298  -0.249
C 0.086 2.785 -3.931  -0.070
C 0.834 3.861 -4.361  -0.953
C 2.212 3.859 -4.142  -0.349
C 2.847 2.774 -3.558  -1.075
C 2.062 1.740 -3.081  0.255
C -1.085 -0.112 -3.857  -0.587
C -0.547 -0.313 -5.133  -0.338
C -1.372 -0.642 -6.200  -0.968
C -2.704 -0.959 -5.933  -0.235
C -3.229 -0.916 -4.671  -0.929
C -2.427 -0.492 -3.628  -0.342
N 0.113 -1.635 -0.350  1.164
C 1.085 -1.677 3.063  -0.637
C 1.837 -0.728 3.732  0.273
C 3.136 -1.000 4.204  -0.916
C 3.749 -2.241 3.938  -0.254
C 3.010 -3.180 3.192  -1.050
C 1.709 -2.887 2.767  -0.229
C -1.161 -1.198 3.950  -0.434
C -2.271 -0.330 3.926  0.230
C -2.892 0.030 5.084  -0.580
C -2.486 -0.418 6.331  -0.528
C -1.498 -1.395 6.365  -0.712
C -0.845 -1.757 5.187  0.048
H -1.208 -3.301 2.308  0.419
H -2.022 -1.947 1.516  0.916
H -1.477 -4.483 0.502  0.491
H -0.895 -5.106 -1.987  0.366
H 0.233 -3.298 -3.289  0.509
H 1.863 -0.460 -2.057  -0.802
H 1.182 -1.205 -3.564  0.630
H -0.999 2.712 -4.130  0.409
H 0.357 4.656 -4.888  0.443
H 2.785 4.756 -4.385  0.331
H 3.935 2.690 -3.488  0.370
H 2.608 0.952 -2.578  0.133
H 0.480 -0.106 -5.325  0.457
H -0.924 -0.680 -7.215  0.316
H -3.292 -1.284 -6.785  0.347
H -4.304 -1.013 -4.441  0.385
H -2.894 -0.311 -2.683  0.556
H 1.442 0.309 3.901  0.450
H 3.647 -0.275 4.832  0.408
H 4.739 -2.451 4.324  0.399
H 3.457 -4.120 2.856  0.404
H 1.169 -3.622 2.178  0.214
H -2.624 0.038 2.947  -0.421
H -3.703 0.785 4.974  0.357
H -2.954 -0.094 7.259  0.354
H -1.172 -1.847 7.293  0.386
H -0.074 -2.541 5.286  0.222
S 4.062 0.045 -0.115  -0.242
C 4.445 -1.537 -0.584  0.016
N 5.208 -1.782 -1.689  -0.175
C 5.757 -3.065 -2.150  -0.658
C 4.922 -4.231 -1.586  -0.619
C 4.526 -3.963 -0.149  -0.616
N 4.064 -2.612 0.129  0.414
H 5.491 -0.916 -2.183  0.257
H 6.795 -3.088 -1.783  0.316
H 5.733 -3.088 -3.282  0.320
H 5.576 -5.123 -1.563  0.331
H 4.001 -4.425 -2.179  0.300
H 5.386 -4.198 0.519  0.387
H 3.722 -4.732 0.155  0.271
H 3.891 -2.335 1.097  -0.219
Se 2.668 3.081 2.436  -0.472
C 1.718 4.664 2.136  0.030
C 0.473 4.915 2.698  -0.222
C -0.132 6.150 2.629  -0.494
C 0.512 7.191 1.962  -0.312
C 1.749 6.962 1.380  -0.399
C 2.344 5.711 1.417  -0.482
H 0.083 4.092 3.329  0.283
H -1.087 6.365 3.154  0.291
H 0.028 8.171 1.976  0.306
H 2.264 7.751 0.813  0.264
H 3.315 5.491 0.973  0.305
F -9.987 1.358 0.165  -0.294
C -8.586 1.626 0.071  0.141
C -7.681 1.370 -0.972  0.000
F -8.189 1.052 -2.211  -0.297
C -6.345 0.923 -0.649  0.300
F -5.824 -0.081 -1.486  -0.279
C -5.635 1.336 0.489  0.081
Se -3.741 0.917 0.842  -0.445
C -6.468 2.200 1.342  0.178
F -5.952 3.205 2.070  -0.274
C -7.848 2.140 1.155  0.194
F -8.573 2.958 2.067  -0.331

Computed properties:
- Highest occupied orbital energy: -1.28 eV
- LUMO energy: 3.210 eV
- Charge: -2
- Kohn-Sham gap: 4.49 eV
- Multiplicity: 1

*ii*
Formula: C49H40F5N3O2PbSSe2
Source: the OMol25 dataset
Level of theory: ωB97M-V/def2-TZVPD

Last column: Mulliken charge in e.
Element x y z (Å)
Pb 0.777 -10.736 23.770  1.401
O -0.665 -12.453 24.409  -0.968
C -1.845 -12.253 25.153  3.092
C -1.858 -10.817 25.810  -1.252
C -0.695 -10.373 26.583  0.586
C -0.758 -10.558 27.991  -0.820
C 0.324 -10.164 28.751  -1.065
C 1.535 -9.755 28.132  -0.763
C 1.593 -9.776 26.752  0.786
C 2.879 -9.597 26.012  -2.272
C 3.597 -10.804 25.348  2.937
O 2.809 -11.186 24.238  -0.939
C 5.015 -10.338 24.863  0.020
C 5.187 -9.032 24.286  -0.888
C 6.459 -8.501 24.106  -0.549
C 7.651 -9.229 24.333  -0.659
C 7.460 -10.588 24.601  -0.416
C 6.218 -11.109 24.957  -0.471
C 3.818 -11.991 26.282  -0.701
C 3.356 -13.258 26.034  0.127
C 3.523 -14.344 26.935  -0.976
C 4.318 -14.137 28.047  -0.378
C 4.895 -12.883 28.311  -0.980
C 4.588 -11.801 27.472  -0.100
N 0.435 -9.918 25.976  0.142
C -1.873 -13.297 26.311  -0.791
C -3.099 -13.655 26.965  -0.064
C -3.149 -14.383 28.093  -0.786
C -1.942 -14.773 28.719  -0.250
C -0.693 -14.481 28.159  -0.860
C -0.685 -13.722 26.943  -0.118
C -2.957 -12.560 24.136  -0.136
C -3.574 -11.559 23.322  -0.430
C -4.194 -11.947 22.143  -0.383
C -4.426 -13.299 21.828  -0.725
C -3.894 -14.205 22.696  -0.555
C -3.252 -13.886 23.870  -0.502
H -2.707 -10.893 26.512  0.405
H -2.088 -10.010 25.039  0.392
H -1.672 -10.868 28.468  0.479
H 0.248 -10.212 29.824  0.448
H 2.404 -9.657 28.694  0.530
H 3.564 -9.109 26.724  0.379
H 2.752 -8.871 25.170  0.581
H 4.349 -8.423 23.995  0.542
H 6.485 -7.452 23.765  0.359
H 8.647 -8.896 24.371  0.455
H 8.369 -11.275 24.633  0.267
H 6.229 -12.134 25.134  0.438
H 2.782 -13.412 25.088  0.446
H 3.207 -15.330 26.615  0.460
H 4.492 -14.891 28.810  0.364
H 5.441 -12.735 29.202  0.446
H 5.030 -10.854 27.758  0.395
H -4.018 -13.242 26.542  0.394
H -4.120 -14.625 28.545  0.352
H -2.052 -15.296 29.685  0.319
H 0.244 -14.613 28.685  0.464
H 0.320 -13.426 26.538  0.192
H -3.802 -10.550 23.620  0.328
H -4.493 -11.187 21.398  0.332
H -4.895 -13.548 20.891  0.406
H -3.985 -15.324 22.580  0.231
H -2.990 -14.724 24.551  0.213
S -1.915 -6.983 25.517  -0.390
C -3.551 -6.602 25.676  0.074
N -4.594 -6.971 24.846  -0.123
C -6.002 -6.689 25.158  -0.463
C -5.975 -5.253 25.598  -0.669
C -5.130 -5.169 26.869  -0.562
N -3.849 -5.814 26.688  -0.121
H -4.404 -7.613 24.070  0.225
H -6.361 -7.382 25.926  0.236
H -6.640 -6.909 24.267  0.359
H -6.970 -4.904 25.858  0.326
H -5.616 -4.566 24.898  0.352
H -5.703 -5.590 27.747  0.285
H -4.921 -4.068 27.173  0.299
H -3.066 -5.645 27.327  0.220
Se 0.607 -11.354 19.922  -0.509
C 0.113 -12.622 18.727  0.130
C 1.010 -13.728 18.414  -0.386
C 0.737 -14.726 17.485  -0.301
C -0.403 -14.621 16.763  -0.506
C -1.259 -13.555 17.056  -0.170
C -1.053 -12.553 17.998  -0.481
H 1.937 -13.775 19.071  0.191
H 1.424 -15.592 17.410  0.282
H -0.714 -15.427 16.089  0.295
H -2.148 -13.440 16.385  0.201
H -1.833 -11.803 18.245  0.306
F 4.359 -1.730 21.433  -0.312
C 3.625 -2.530 20.640  0.373
C 4.381 -3.481 19.855  -0.024
F 5.381 -3.380 18.949  -0.275
C 3.768 -4.676 20.310  0.276
F 4.519 -5.761 20.591  -0.262
C 2.388 -4.908 20.153  -0.330
Se 1.421 -6.356 19.526  -0.373
C 1.766 -3.774 20.765  0.422
F 0.810 -3.997 21.758  -0.249
C 2.239 -2.461 20.624  0.030
F 1.585 -1.293 20.474  -0.287

Computed properties:
- Highest occupied orbital energy: -0.84 eV
- LUMO energy: 3.034 eV
- Charge: -2
- Kohn-Sham gap: 3.88 eV
- Multiplicity: 1

Here is how they stack up, most stable first: *i*, *ii*.